This record from OMol25 describes C22H39IrN6OS as an isolated structure. The level of theory is ωB97M-V/def2-TZVPD.

Orbital gap   7.9556 eV
Net charge   +2
DFT total energy   -1767.55231 hartree
Lowest unoccupied orbital energy   -5.932 eV
Relative energy (zero: lowest compared OMol25 entry of this formula, charge and spin)   0.0 kJ/mol
Multiplicity   1

Geometry (Å):
Ir -0.94880 -0.26026 -0.08475
C -2.63405 -0.41520 -3.33523
C -3.32336 0.46841 -2.28499
N -2.46123 1.09643 -1.26965
C -3.27174 1.89041 -0.33004
C -2.46202 2.29828 0.89008
N -1.74919 1.15397 1.47444
C -2.40473 0.42070 2.57095
C -3.70531 -0.31962 2.27249
C -3.83664 -1.22522 1.04114
N -2.59534 -1.75714 0.45537
C -2.89222 -2.60672 -0.71469
C -1.65071 -2.87601 -1.55074
N -0.92666 -1.63629 -1.84184
C -1.21754 -0.92666 -3.09937
H -2.56195 0.14567 -4.26774
H -3.30296 -1.25282 -3.54128
H -4.06615 -0.11415 -1.74153
H -3.87880 1.24416 -2.82125
H -1.80963 1.72282 -1.73955
H -4.12826 1.29111 -0.02482
H -3.66308 2.79065 -0.81165
H -3.12736 2.76152 1.62304
H -1.71805 3.03938 0.59377
H -0.88676 1.51146 1.87866
H -2.63745 1.11577 3.38340
H -1.65851 -0.28327 2.94176
H -4.53011 0.39320 2.22034
H -3.87914 -0.91945 3.16653
H -4.35237 -0.69463 0.24264
H -4.48920 -2.05620 1.32574
H -2.11415 -2.32045 1.15441
H -3.64426 -2.10193 -1.31942
H -3.31400 -3.56399 -0.39974
H -1.94850 -3.38714 -2.47027
H -0.98150 -3.53951 -1.00163
H 0.06669 -1.85126 -1.89057
H -0.99263 -1.58672 -3.94280
H -0.51159 -0.09517 -3.13708
C 4.79243 0.24616 2.74952
C 4.62312 -0.86245 1.71288
N 3.25417 -1.39807 1.75312
C 3.03506 -2.62243 2.51880
C 3.05640 -3.85621 1.62137
C 2.27269 -0.72218 1.16442
S 0.63156 -1.19150 1.57485
N 2.58550 0.33099 0.43982
C 1.88056 0.97337 -0.46630
O 0.80347 0.52648 -0.99443
C 2.44179 2.23467 -0.97380
C 3.77350 2.57903 -0.74182
C 4.29492 3.72721 -1.31010
C 3.49175 4.54373 -2.09466
C 2.15760 4.22045 -2.30932
C 1.63763 3.06423 -1.75964
H 5.81092 0.63009 2.72880
H 4.58752 -0.12995 3.75213
H 4.10740 1.06594 2.53820
H 5.31045 -1.68172 1.91541
H 4.81442 -0.47776 0.71511
H 2.08055 -2.56440 3.03982
H 3.82168 -2.68677 3.26912
H 2.24845 -3.81040 0.89100
H 2.92475 -4.75106 2.22790
H 4.00482 -3.93913 1.09145
H 4.38721 1.93097 -0.13289
H 5.33159 3.98630 -1.14583
H 3.90871 5.43146 -2.54982
H 1.53191 4.86580 -2.91023
H 0.60674 2.78304 -1.92907